Formula: C4H23N2O8S
Source: OMol25
Level of theory: ωB97M-V/def2-TZVPD

Max |F|: 3.78 eV/A
Highest occupied orbital energy: -3.95 eV
E: -1275.8482 a.u.
Charge: -1
HOMO-LUMO gap: 6.81 eV
LUMO energy: 0.1053 hartree
ΔE to the lowest compared entry with this formula, charge and spin: 56.04 kcal/mol
2S+1: 1

The geometry in XYZ format:
```
38
Properties=species:S:1:pos:R:3:forces:R:3
C 0.66225 -1.29574 1.66127 -3.4 -0.9 1.5
N -0.38394 -0.53032 1.01272 0.3 -0.3 -2.0
C -0.10351 -0.19196 -0.43523 -0.9 1.4 1.6
C 1.24338 0.30776 -0.96330 1.0 -0.5 -1.7
S 0.93762 1.01375 -2.68630 0.0 -0.1 0.7
C -1.13382 0.96477 -0.79387 -1.9 -0.6 -1.4
N -2.12533 0.51042 -1.68410 1.0 -0.9 -2.9
O -1.32745 2.06087 -0.28296 1.0 -0.6 0.7
H 0.75283 -2.24541 1.12846 0.3 0.0 0.1
H 1.58242 -0.79151 1.74118 1.3 0.6 0.3
H 0.14814 -1.51623 2.68434 1.6 0.1 -1.4
H -0.66398 0.27691 1.52540 0.4 0.5 0.4
H -0.45772 -1.11206 -0.90709 0.2 0.5 -0.5
H 2.02091 -0.43191 -1.20964 -0.7 -0.7 0.5
H 1.87805 0.97026 -0.38846 -0.8 0.5 0.6
H -1.67476 0.11696 -2.57604 -0.3 0.0 2.1
H -2.73433 1.19501 -2.14753 0.3 0.4 1.3
H 0.47226 2.15911 1.07313 -0.1 0.5 -0.2
H -0.35026 2.70303 2.27040 0.3 0.0 -0.4
O 0.21872 1.97935 1.97899 0.2 0.0 1.5
H 0.20780 -1.86934 -2.19670 0.8 -0.1 -0.6
H 1.60809 -2.62254 -2.30606 -0.2 0.6 -0.4
O 0.65018 -2.71958 -2.37915 -0.6 0.1 -0.2
H 1.01758 -3.59041 -1.03986 0.1 -0.1 0.3
H 2.15099 -3.95420 0.02957 0.3 0.6 0.7
O 1.61665 -4.27313 -0.67858 -0.1 -1.2 -0.3
H -2.41673 1.84380 1.50266 0.2 0.2 0.3
H -3.80223 1.46863 1.30157 -0.3 0.0 0.4
O -3.22438 1.73100 2.03435 0.1 -0.1 -0.9
H -2.79910 -1.20186 -0.46348 0.4 0.7 -0.4
H -3.52310 -2.32368 0.17731 -0.3 0.5 -1.2
O -3.53243 -1.78450 -0.65724 -0.2 -1.3 1.7
H 2.56062 1.60634 2.00636 -0.7 0.1 0.5
H 3.46030 0.31345 1.96737 -0.4 0.9 -0.2
O 3.27683 1.17890 1.54897 1.2 -0.9 -0.2
H 1.84296 3.85065 -0.87452 0.5 -0.1 -1.1
H 0.68710 2.76126 -0.71089 0.9 1.2 -0.4
O 1.25737 3.44213 -0.26309 -1.4 -0.9 1.1
```
Forces are in eV/Å.